Record 1
{
  "formula": "C45H43FMoN7O6S2",
  "method": "wB97M-V/def2-TZVPD",
  "symbols": ["Mo", "C", "C", "C", "C", "C", "C", "C", "S", "O", "C", "C", "C", "C", "C", "C", "C", "C", "C", "C", "C", "C", "C", "C", "C", "C", "C", "C", "C", "C", "S", "O", "C", "C", "C", "C", "C", "C", "C", "H", "H", "H", "H", "H", "H", "H", "H", "H", "H", "H", "H", "H", "H", "H", "H", "H", "H", "H", "H", "H", "H", "H", "H", "H", "H", "C", "N", "C", "C", "N", "N", "C", "N", "N", "H", "H", "H", "H", "H", "H", "H", "H", "H", "H", "H", "F", "C", "C", "N", "C", "C", "O", "O", "C", "O", "N", "C", "O", "H", "H", "H", "H", "C", "H", "H"],
  "xyz": [[-0.259, -0.019, 0.054], [-0.360, -0.690, 8.695], [-0.361, -0.300, 7.246], [0.807, -0.394, 6.479], [0.829, -0.026, 5.152], [-0.354, 0.432, 4.575], [-1.547, 0.509, 5.301], [-1.536, 0.148, 6.635], [-0.504, 1.087, 2.991], [0.221, 0.112, 1.958], [0.548, 2.508, 2.795], [-0.222, 3.701, 2.811], [0.346, 4.883, 2.447], [1.690, 4.918, 1.999], [2.276, 6.138, 1.570], [3.576, 6.175, 1.164], [4.349, 4.989, 1.154], [3.811, 3.800, 1.552], [2.461, 3.723, 1.995], [1.876, 2.484, 2.431], [2.847, 1.342, 2.594], [3.637, 1.415, 3.787], [3.324, 2.322, 4.840], [4.103, 2.388, 5.956], [5.247, 1.564, 6.090], [5.572, 0.683, 5.104], [4.776, 0.586, 3.933], [5.130, -0.301, 2.891], [4.371, -0.396, 1.768], [3.219, 0.421, 1.628], [2.346, 0.229, 0.083], [2.895, 1.071, -0.992], [2.561, -1.480, -0.304], [2.265, -2.478, 0.626], [2.388, -3.797, 0.241], [2.792, -4.142, -1.053], [2.916, -5.588, -1.447], [3.077, -3.120, -1.960], [2.963, -1.786, -1.598], [0.650, -0.755, 9.093], [-0.835, -1.666, 8.821], [-0.929, 0.024, 9.290], [1.717, -0.760, 6.940], [1.738, -0.113, 4.573], [-2.458, 0.860, 4.830], [-2.449, 0.210, 7.214], [-1.263, 3.661, 3.113], [-0.229, 5.802, 2.480], [1.675, 7.040, 1.589], [4.025, 7.111, 0.855], [5.382, 5.027, 0.831], [4.425, 2.909, 1.523], [2.453, 2.961, 4.762], [3.849, 3.081, 6.748], [5.865, 1.644, 6.974], [6.446, 0.051, 5.194], [6.022, -0.907, 2.994], [4.656, -1.075, 0.978], [1.954, -2.230, 1.635], [2.172, -4.582, 0.958], [3.568, -6.122, -0.754], [3.317, -5.701, -2.451], [1.941, -6.078, -1.407], [3.418, -3.374, -2.957], [3.225, -0.989, -2.284], [0.314, -0.771, -4.695], [0.410, 0.624, -4.251], [0.588, 1.674, -5.268], [0.300, 0.908, -2.956], [0.066, -0.004, -2.040], [0.452, 2.232, -2.611], [0.554, 2.753, -1.341], [0.963, 4.022, -1.281], [0.243, 2.069, -0.279], [0.673, -0.833, -5.717], [-0.716, -1.129, -4.665], [0.955, -1.416, -4.091], [0.484, 1.221, -6.247], [1.581, 2.123, -5.211], [-0.188, 2.436, -5.188], [-0.002, -0.933, -2.434], [0.681, 2.860, -3.363], [1.262, 4.532, -2.095], [1.118, 4.463, -0.385], [0.367, 2.626, 0.560], [-5.991, -4.989, 3.521], [-5.043, -4.115, 3.247], [-4.549, -3.982, 2.022], [-3.542, -3.046, 1.739], [-2.986, -2.933, 0.411], [-1.480, -2.868, 0.510], [-0.781, -3.683, 0.974], [-0.890, -1.707, -0.108], [-3.016, -2.237, 2.707], [-2.133, -1.417, 2.436], [-3.522, -2.417, 3.955], [-4.555, -3.297, 4.362], [-4.932, -3.322, 5.495], [-4.910, -4.586, 1.202], [-3.394, -2.086, -0.138], [-3.207, -3.853, -0.126], [-3.121, -1.855, 4.691], [-1.973, 0.811, 0.089], [-2.865, 0.192, 0.191], [-2.181, 1.876, 0.045]],
  "orbital_gap_ev": 5.91,
  "largest_force_ev_per_a": 0.85,
  "total_charge": 3
}

Record 2
{
  "formula": "C45H43N5O2PPdS2",
  "method": "wB97M-V/def2-TZVPD",
  "symbols": ["Pd", "C", "C", "C", "C", "C", "C", "P", "C", "C", "C", "C", "C", "C", "C", "C", "C", "C", "C", "C", "H", "H", "H", "H", "H", "H", "H", "H", "H", "H", "H", "H", "H", "H", "O", "S", "C", "C", "C", "C", "S", "O", "C", "C", "C", "C", "C", "C", "C", "C", "C", "C", "C", "C", "H", "H", "H", "H", "H", "H", "H", "H", "H", "H", "H", "H", "H", "H", "H", "H", "H", "H", "C", "C", "N", "C", "C", "N", "C", "N", "N", "N", "C", "C", "C", "C", "C", "C", "H", "H", "H", "H", "H", "H", "H", "H", "H", "H", "H"],
  "xyz": [[-0.122, 0.418, 0.832], [-0.682, 7.876, 1.578], [-0.936, 7.184, 2.750], [-0.950, 5.797, 2.743], [-0.688, 5.080, 1.573], [-0.430, 5.792, 0.402], [-0.436, 7.178, 0.404], [-0.729, 3.269, 1.810], [-1.182, 2.569, 0.154], [-2.368, 1.829, 0.070], [-2.853, 1.390, -1.157], [-2.167, 1.693, -2.325], [-0.991, 2.433, -2.260], [-0.505, 2.867, -1.036], [1.022, 2.747, 1.925], [2.049, 3.550, 2.416], [3.301, 3.015, 2.687], [3.544, 1.669, 2.478], [2.539, 0.852, 1.964], [1.291, 1.394, 1.694], [-0.682, 8.959, 1.574], [-1.138, 7.719, 3.669], [-1.178, 5.258, 3.656], [-0.243, 5.274, -0.525], [-0.248, 7.716, -0.516], [-2.922, 1.620, 0.978], [-3.775, 0.822, -1.195], [-2.549, 1.364, -3.283], [-0.454, 2.675, -3.171], [0.441, 3.393, -0.991], [1.862, 4.604, 2.591], [4.087, 3.656, 3.064], [4.520, 1.253, 2.693], [2.746, -0.189, 1.744], [0.543, -2.249, 1.054], [1.784, -3.079, 0.974], [2.126, -3.549, 2.704], [0.853, -3.767, 3.531], [0.636, -2.658, 4.565], [0.378, -1.272, 3.978], [-1.343, -0.738, 3.733], [-1.255, 0.303, 2.643], [-2.173, -2.150, 3.022], [-2.502, -2.172, 1.678], [-3.245, -3.228, 1.176], [-3.646, -4.258, 2.015], [-3.341, -4.213, 3.369], [-2.627, -3.142, 3.883], [1.274, -4.684, 0.371], [2.245, -5.633, 0.074], [1.852, -6.868, -0.413], [0.503, -7.140, -0.611], [-0.454, -6.178, -0.322], [-0.070, -4.938, 0.171], [2.730, -2.730, 3.101], [2.768, -4.430, 2.662], [0.924, -4.722, 4.051], [-0.012, -3.833, 2.867], [1.539, -2.575, 5.175], [-0.154, -2.945, 5.261], [0.837, -1.145, 3.000], [0.760, -0.491, 4.638], [-2.207, -1.347, 1.044], [-3.520, -3.241, 0.128], [-4.226, -5.081, 1.621], [-3.686, -4.996, 4.031], [-2.447, -3.069, 4.949], [3.297, -5.409, 0.214], [2.596, -7.617, -0.646], [0.200, -8.104, -0.997], [-1.503, -6.393, -0.479], [-0.794, -4.170, 0.410], [-0.597, -1.322, -1.890], [0.636, -0.496, -1.861], [1.096, 0.190, -0.832], [2.284, 0.768, -1.216], [2.542, 0.420, -2.499], [1.494, -0.378, -2.905], [1.263, -0.854, -4.254], [0.237, -0.096, -4.908], [-0.995, -0.634, -5.096], [-1.776, 0.246, -5.575], [-1.080, 1.428, -5.715], [-1.497, 2.683, -6.172], [-0.558, 3.687, -6.176], [0.767, 3.461, -5.748], [1.191, 2.234, -5.293], [0.230, 1.219, -5.282], [-1.084, -1.296, -0.918], [-0.354, -2.367, -2.100], [-1.301, -0.975, -2.646], [2.855, 1.391, -0.552], [3.360, 0.660, -3.156], [0.943, -1.894, -4.247], [2.201, -0.770, -4.802], [-2.513, 2.844, -6.505], [-0.831, 4.675, -6.519], [1.469, 4.283, -5.782], [2.208, 2.076, -4.963]],
  "orbital_gap_ev": 7.76,
  "largest_force_ev_per_a": 0.92,
  "total_charge": 1
}

Record 3
{
  "formula": "C45H43N6O2RuS2Si2",
  "method": "wB97M-V/def2-TZVPD",
  "symbols": ["Ru", "O", "C", "N", "C", "C", "C", "C", "C", "C", "N", "C", "O", "C", "C", "C", "C", "C", "N", "C", "C", "C", "C", "C", "N", "H", "H", "H", "H", "H", "H", "H", "H", "H", "H", "H", "H", "S", "C", "C", "C", "C", "C", "C", "N", "C", "C", "C", "C", "C", "C", "C", "C", "N", "C", "C", "C", "C", "C", "S", "C", "H", "H", "H", "H", "H", "H", "H", "H", "H", "H", "H", "H", "C", "Si", "C", "C", "C", "Si", "C", "C", "C", "H", "H", "H", "H", "H", "H", "H", "H", "H", "H", "H", "H", "H", "H", "H", "H", "H", "H", "H"],
  "xyz": [[-0.155, 0.295, 0.093], [0.071, 3.365, -2.988], [0.003, 2.307, -2.354], [-0.498, 2.111, -1.092], [-0.900, 3.202, -0.306], [-1.556, 4.333, -0.884], [-1.971, 5.310, -0.013], [-1.762, 5.205, 1.360], [-1.109, 4.139, 1.912], [-0.695, 3.073, 1.060], [-0.187, 1.861, 1.447], [0.590, 1.827, 2.556], [1.016, 2.769, 3.216], [0.861, 0.456, 3.092], [1.473, 0.320, 4.329], [1.600, -0.917, 4.914], [1.140, -2.009, 4.235], [0.598, -1.777, 2.971], [0.398, -0.567, 2.442], [0.520, 1.057, -3.065], [0.723, 1.171, -4.441], [1.207, 0.105, -5.149], [1.476, -1.076, -4.458], [1.237, -1.153, -3.072], [0.709, -0.107, -2.431], [-1.846, 4.299, -1.947], [-2.486, 6.210, -0.416], [-2.259, 6.015, 1.887], [-0.980, 4.176, 2.966], [1.845, 1.226, 4.773], [1.971, -1.081, 5.899], [1.286, -3.004, 4.628], [0.294, -2.637, 2.367], [0.463, 2.137, -4.798], [1.421, 0.119, -6.203], [1.830, -1.985, -4.900], [1.403, -2.117, -2.593], [5.933, 3.987, 0.115], [5.756, 5.340, 1.156], [4.824, 5.169, 2.143], [4.168, 3.902, 1.998], [4.705, 3.151, 0.959], [4.096, 1.853, 0.536], [2.687, 1.718, 0.510], [2.030, 0.599, 0.206], [2.769, -0.565, 0.081], [4.197, -0.491, 0.067], [4.927, -1.722, -0.261], [4.261, -2.902, -0.486], [2.861, -2.961, -0.424], [2.159, -4.119, -0.592], [0.717, -4.158, -0.476], [0.104, -2.975, -0.213], [0.663, -1.791, -0.099], [2.104, -1.754, -0.146], [-0.073, -5.357, -0.705], [-1.289, -5.646, -0.145], [-1.776, -6.933, -0.541], [-0.901, -7.593, -1.351], [0.497, -6.642, -1.701], [4.810, 0.734, 0.229], [6.473, 6.173, 1.094], [4.520, 5.816, 2.918], [3.400, 3.551, 2.706], [2.072, 2.612, 0.663], [5.989, -1.659, -0.381], [4.770, -3.803, -0.753], [2.683, -5.012, -0.881], [-0.976, -2.907, -0.277], [-1.779, -4.889, 0.488], [-2.645, -7.414, -0.130], [-1.023, -8.487, -1.899], [5.866, 0.736, 0.111], [-2.693, 1.038, 2.720], [-3.374, 0.461, 1.118], [-4.353, 1.883, 0.254], [-4.722, -0.813, 1.673], [-2.073, -0.462, 0.037], [-2.878, -0.779, -1.713], [-2.067, -2.236, -2.558], [-4.766, -1.242, -1.639], [-2.756, 0.827, -2.733], [-3.513, 1.124, 3.456], [-2.236, 2.011, 2.688], [-1.960, 0.333, 3.037], [-4.732, 2.531, 1.034], [-5.208, 1.564, -0.335], [-3.718, 2.537, -0.390], [-4.324, -1.851, 1.788], [-5.543, -0.959, 1.017], [-5.028, -0.552, 2.666], [-1.773, -1.425, 0.493], [-2.441, -3.207, -2.238], [-0.965, -2.139, -2.578], [-2.436, -2.204, -3.641], [-4.996, -1.802, -0.714], [-4.898, -1.908, -2.522], [-5.437, -0.360, -1.626], [-1.939, 0.845, -3.444], [-2.813, 1.707, -2.082], [-3.667, 0.860, -3.323]],
  "orbital_gap_ev": [5.23, 5.93],
  "multiplicity": 6,
  "largest_force_ev_per_a": 2.87
}

Record 4
{
  "formula": "C45H44ClN3O6SbSn",
  "method": "wB97M-V/def2-TZVPD",
  "symbols": ["Sn", "O", "C", "O", "C", "C", "Cl", "N", "N", "C", "C", "O", "O", "C", "C", "C", "C", "C", "C", "H", "H", "H", "H", "H", "H", "C", "C", "C", "C", "C", "C", "C", "O", "C", "C", "C", "H", "H", "H", "H", "H", "H", "H", "H", "H", "H", "H", "H", "C", "C", "C", "C", "C", "C", "Sb", "C", "C", "C", "C", "C", "C", "C", "C", "C", "C", "C", "C", "H", "H", "H", "H", "H", "H", "H", "H", "H", "H", "H", "H", "H", "H", "H", "O", "C", "C", "C", "C", "C", "C", "N", "H", "H", "H", "H", "H", "H", "H", "H", "H", "H", "H"],
  "xyz": [[-1.679, 0.060, -0.466], [2.642, -2.066, 3.453], [2.064, -0.907, 3.791], [2.657, -0.061, 4.389], [0.661, -0.673, 3.327], [-0.213, 0.244, 3.901], [-0.061, 1.134, 5.316], [-1.278, 0.376, 3.077], [-1.156, -0.395, 1.995], [0.005, -1.038, 2.140], [0.331, -1.951, 1.041], [1.241, -2.857, 1.239], [-0.281, -1.902, -0.048], [-2.460, 1.176, 3.284], [-2.715, 2.222, 2.412], [-3.858, 2.983, 2.597], [-4.716, 2.697, 3.651], [-4.436, 1.654, 4.523], [-3.300, 0.879, 4.343], [2.015, -2.699, 3.080], [-2.005, 2.471, 1.632], [-4.069, 3.811, 1.934], [-5.603, 3.298, 3.800], [-5.105, 1.439, 5.345], [-3.078, 0.057, 5.011], [-0.436, 3.013, -8.127], [-0.259, 2.289, -6.833], [-1.198, 2.420, -5.805], [-1.073, 1.744, -4.613], [-2.125, 1.956, -3.562], [0.053, 0.883, -4.432], [0.257, 0.113, -3.269], [-0.496, 0.032, -2.261], [1.031, 0.758, -5.468], [2.261, -0.103, -5.330], [0.848, 1.459, -6.638], [-1.174, 3.808, -8.051], [-0.774, 2.311, -8.894], [0.508, 3.432, -8.472], [-2.045, 3.078, -5.954], [-2.828, 2.720, -3.887], [-1.683, 2.285, -2.618], [-2.689, 1.039, -3.375], [1.162, -0.499, -3.232], [2.014, -1.147, -5.132], [2.912, 0.250, -4.528], [2.837, -0.073, -6.252], [1.582, 1.372, -7.429], [-2.973, -6.414, 0.855], [-2.930, -5.516, -0.206], [-1.740, -4.891, -0.535], [-0.600, -5.172, 0.218], [-0.633, -6.069, 1.286], [-1.833, -6.690, 1.599], [1.223, -4.318, -0.244], [1.629, -3.882, -2.239], [0.713, -3.245, -3.074], [0.973, -3.188, -4.432], [2.134, -3.762, -4.944], [3.044, -4.388, -4.104], [2.797, -4.453, -2.739], [2.824, -5.351, 0.584], [3.852, -4.664, 1.226], [4.918, -5.381, 1.745], [4.956, -6.764, 1.617], [3.930, -7.442, 0.970], [2.856, -6.738, 0.448], [-3.903, -6.909, 1.099], [-3.823, -5.316, -0.783], [-1.704, -4.208, -1.375], [0.254, -6.285, 1.870], [-1.875, -7.392, 2.420], [-0.192, -2.806, -2.677], [0.264, -2.714, -5.098], [2.324, -3.728, -6.009], [3.943, -4.834, -4.507], [3.506, -4.949, -2.086], [3.827, -3.586, 1.340], [5.719, -4.862, 2.252], [5.789, -7.318, 2.026], [3.963, -8.519, 0.874], [2.060, -7.277, -0.056], [-0.220, 1.442, 0.235], [0.616, 2.173, 0.835], [2.073, 1.869, 0.833], [2.681, 2.948, -0.127], [1.717, 3.595, -1.155], [0.810, 4.735, -0.644], [-0.337, 4.289, 0.264], [0.258, 3.379, 1.276], [2.245, 0.858, 0.467], [2.504, 1.954, 1.832], [3.499, 2.474, -0.667], [3.135, 3.738, 0.473], [1.113, 2.823, -1.648], [2.342, 4.020, -1.941], [0.393, 5.278, -1.494], [1.428, 5.456, -0.101], [-1.103, 3.734, -0.275], [-0.816, 5.122, 0.772], [1.000, 3.840, 1.792]],
  "orbital_gap_ev": 8.10,
  "largest_force_ev_per_a": 0.66,
  "total_charge": 3
}